Entry 1:
This record from OMol25 describes a 8-piece molecular cluster, C23H39Cl4FO5 overall. The level of theory is ωB97M-V/def2-TZVPD.

Positions of all 72 atoms, in Å:
F: 1.81797 -4.79646 1.50760
C: 2.62080 -3.78882 1.88299
C: 3.66053 -3.43390 1.04263
C: 4.49158 -2.40101 1.44177
C: 4.30489 -1.75432 2.67899
C: 3.22943 -2.11215 3.47092
C: 2.45137 -3.20578 3.12082
H: 3.92882 -4.00354 0.16515
H: 5.35399 -2.12761 0.85193
H: 5.08476 -1.06397 2.96469
H: 3.02333 -1.75770 4.47005
H: 1.70733 -3.56224 3.81775
C: -0.42088 0.25766 -1.42086
C: -1.25053 0.92458 -0.40431
C: -0.55097 1.28989 0.87069
O: -2.44162 1.20374 -0.59223
H: -0.98190 -0.35867 -2.12336
H: 0.33160 -0.36365 -0.93523
H: 0.11463 1.01739 -1.99018
H: -0.98231 2.13402 1.40872
H: 0.50340 1.41143 0.62247
H: -0.57765 0.50937 1.63108
C: -3.03004 1.80028 -6.87428
C: -4.37146 1.95087 -6.30206
C: -5.05606 0.72788 -5.77618
O: -4.88947 3.02762 -6.34503
H: -3.20132 1.62416 -7.93623
H: -2.51124 0.95584 -6.42055
H: -2.48820 2.73069 -6.70437
H: -5.87007 1.01929 -5.11242
H: -4.36060 0.07208 -5.25238
H: -5.43464 0.18296 -6.64094
C: -0.71037 -4.26867 -6.24857
C: -0.79525 -4.89214 -4.86521
C: -2.10240 -4.83068 -4.10358
O: 0.21827 -5.33066 -4.32488
H: 0.32559 -4.25023 -6.58703
H: -1.16131 -3.27633 -6.24641
H: -1.26384 -4.89197 -6.95091
H: -2.80878 -4.13889 -4.56244
H: -1.84377 -4.39238 -3.13968
H: -2.46679 -5.85497 -4.02520
C: -7.30684 -1.11619 5.90235
C: -6.42275 0.13915 5.93917
C: -6.32524 0.95488 4.70680
O: -5.86120 0.53097 6.94768
H: -8.14725 -0.92375 5.23545
H: -7.60787 -1.31870 6.93020
H: -6.67898 -1.90972 5.49714
H: -5.95516 0.37183 3.86348
H: -5.49323 1.64186 4.86154
H: -7.23445 1.50816 4.47159
C: 2.32833 2.19868 8.02728
C: 3.70145 2.85940 8.01033
C: 3.79091 4.07098 7.06774
O: 4.64668 2.44967 8.72748
H: 2.47542 1.16183 8.32964
H: 1.94040 2.16705 7.00914
H: 1.63621 2.73337 8.67781
H: 4.39846 4.86287 7.50577
H: 2.79006 4.43935 6.84256
H: 4.13529 3.69018 6.10622
Cl: 5.33173 4.41045 -0.02323
C: 6.79252 4.08803 -0.93636
Cl: 8.01340 3.23037 0.05530
H: 6.58973 3.45150 -1.79763
H: 7.18392 5.02842 -1.32436
Cl: 2.71712 2.01955 -8.45903
C: 4.04280 1.54577 -7.34621
Cl: 3.68859 0.13601 -6.31858
H: 4.90454 1.30278 -7.96787
H: 4.32858 2.29222 -6.60510

As for the energy above the lowest of the compared OMol25 structures with the same formula, charge and spin: 0.0 kcal per mole. Its max |F| is 3.757 eV/A. As for the HOMO energy: -9.38 eV. Its total energy is -3216.5353 hartree. As for the total charge: 0. Its spin multiplicity is 1. For the HOMO-LUMO gap, the calculation gives 9.384 eV.

***

Entry 2:
This record from OMol25 describes a 5-piece molecular cluster, C23H39FIN2O10S4 overall. The level of theory is ωB97M-V/def2-TZVPD.

Positions of all 80 atoms, in Å:
O: 0.31728 -0.68232 3.55527
N: -0.12890 -0.73894 2.40621
O: -1.40264 -0.30705 2.35593
C: -1.51193 1.14164 2.59211
C: -2.78487 1.88821 3.34478
C: -2.74689 3.51296 3.57013
I: -4.32858 4.66830 4.59573
C: -1.45986 4.37122 3.02168
N: -0.34171 3.61388 2.32472
C: 0.85551 4.42937 1.86174
C: 1.91057 4.43846 3.15957
F: 1.37481 3.64972 4.32061
C: -0.28996 2.11980 2.08537
H: -3.71210 1.27470 3.71093
H: -1.35866 5.54526 3.17626
H: 0.58679 5.51326 1.50542
H: 1.32086 3.86190 0.95033
H: 1.99944 5.55660 3.53095
H: 2.94344 3.95092 2.88222
H: 0.65014 1.65655 1.56478
C: -2.33099 -5.54094 3.50163
C: -1.80206 -4.13451 3.22454
C: -2.99258 -3.26930 2.81450
S: -4.42524 -3.98166 3.60930
O: -5.31031 -4.49802 2.58648
O: -4.88482 -3.08809 4.65368
C: -3.57162 -5.35293 4.36201
H: -1.58474 -6.16399 4.00318
H: -2.59953 -6.02780 2.55649
H: -1.34837 -3.72914 4.13711
H: -1.03054 -4.13796 2.44824
H: -2.87073 -2.23468 3.14500
H: -3.15511 -3.29850 1.73357
H: -4.21884 -6.23142 4.38043
H: -3.30316 -5.06093 5.38168
C: -2.46001 4.17913 -2.46690
C: -2.11120 3.24470 -3.62439
C: -1.04637 2.27079 -3.12269
S: -1.30390 2.11243 -1.36194
O: -0.15549 2.66719 -0.67671
O: -1.81463 0.78747 -1.07195
C: -2.64503 3.28081 -1.25301
H: -3.36048 4.76447 -2.67468
H: -1.63319 4.87841 -2.29423
H: -3.00683 2.68844 -3.92664
H: -1.75832 3.79896 -4.49970
H: -1.14468 1.28955 -3.59387
H: -0.03818 2.66224 -3.28389
H: -2.59363 3.82161 -0.30650
H: -3.58274 2.72074 -1.31683
C: 3.31255 -2.48547 2.14637
C: 2.21306 -2.79399 1.13122
C: 2.80908 -2.60348 -0.26252
S: 4.55832 -2.93155 -0.10704
O: 5.28191 -1.70463 -0.36628
O: 4.87227 -4.17466 -0.78273
C: 4.54909 -3.22076 1.65134
H: 3.03388 -2.80208 3.15569
H: 3.50177 -1.40561 2.16969
H: 1.88522 -3.83349 1.25330
H: 1.33687 -2.15444 1.27673
H: 2.37220 -3.29736 -0.98515
H: 2.68700 -1.57486 -0.61284
H: 5.47502 -2.85170 2.09567
H: 4.45705 -4.29898 1.81263
C: 2.52227 -0.66973 -5.11416
C: 3.25485 0.54079 -5.69084
C: 2.40230 1.09169 -6.83265
S: 0.71158 0.66387 -6.44522
O: 0.23414 -0.27357 -7.43990
O: -0.01804 1.86781 -6.10080
C: 1.07349 -0.23526 -4.94982
H: 2.95575 -0.99143 -4.16273
H: 2.58532 -1.50925 -5.81678
H: 3.36628 1.30479 -4.91184
H: 4.25878 0.27826 -6.03884
H: 2.49257 2.17784 -6.91426
H: 2.66026 0.62362 -7.78661
H: 0.38322 -1.07357 -4.84143
H: 0.96254 0.45569 -4.10880

Its max |F| is 6.006 eV/A. As for the HOMO energy: -12.22 eV. Its total energy is -3751.3081 hartree. As for the total charge: +1. Its spin multiplicity is 1. For the HOMO-LUMO gap, the calculation gives 7.151 eV.

***

Entry 3:
This record from OMol25 describes C23H39MgN4OS4Si4 as an isolated structure. The level of theory is ωB97M-V/def2-TZVPD.

Positions of all 76 atoms, in Å:
Mg: 0.01873 0.14154 0.92868
C: 0.18287 -1.50794 4.26586
C: -1.07186 -1.46568 3.48563
N: -1.26003 -0.75348 2.42189
C: -2.51593 -0.84328 1.92404
C: -3.33436 -1.73364 2.59942
S: -2.48164 -2.42161 3.96017
C: -2.90085 0.10617 0.93099
C: -4.15917 0.28789 0.39313
S: -4.20939 1.76346 -0.52591
C: -2.50262 2.01623 -0.12330
N: -2.00527 1.07533 0.60202
C: -1.82797 3.24259 -0.60470
H: 0.01890 -2.02837 5.20724
H: 0.98118 -2.00148 3.70775
H: 0.50425 -0.48627 4.46614
H: -4.36013 -1.99292 2.43940
H: -5.03021 -0.32828 0.48004
H: -2.43927 4.11935 -0.38086
H: -1.67176 3.20642 -1.68574
H: -0.86207 3.35931 -0.11544
O: 0.69889 0.76909 -0.67489
N: 1.13489 1.74743 -1.43068
C: 2.13826 2.49798 -0.95742
C: 2.62312 3.58299 -1.63850
C: 2.05222 3.90795 -2.87210
C: 1.04901 3.11297 -3.36886
C: 0.58987 1.97358 -2.67705
S: -0.55465 0.92666 -3.30862
H: 2.51354 2.20320 0.01089
H: 3.42619 4.16208 -1.21147
H: 2.40234 4.77694 -3.41686
H: 0.58022 3.33306 -4.31854
C: 4.77839 0.33787 1.59113
Si: 3.86184 -1.27899 2.09915
C: 5.24575 -2.63312 2.20431
C: 3.61078 -0.96944 3.99226
Si: 1.94926 -1.68682 0.64977
Si: 3.11761 -1.89109 -1.47056
C: 4.35393 -0.49451 -1.96303
C: 4.25387 -3.45624 -1.61016
C: 2.00538 -2.06553 -3.02417
Si: 1.36688 -4.02672 0.93471
C: 2.65873 -5.34508 1.50863
C: -0.11228 -4.38935 2.10972
C: 0.71602 -4.77594 -0.71746
H: 5.76525 0.43585 2.04071
H: 4.19577 1.20056 1.90205
H: 4.90276 0.40721 0.51721
H: 6.03825 -2.37637 2.90468
H: 5.70632 -2.80736 1.23757
H: 4.81813 -3.57600 2.53035
H: 4.54299 -0.67912 4.47804
H: 3.24010 -1.85401 4.50554
H: 2.90092 -0.16510 4.15555
H: 5.30945 -0.60520 -1.45580
H: 3.95745 0.48054 -1.69913
H: 4.55770 -0.47689 -3.03204
H: 4.85854 -3.58009 -0.71792
H: 4.93021 -3.41146 -2.46179
H: 3.65863 -4.35767 -1.71059
H: 1.27591 -1.26411 -3.08019
H: 1.44999 -2.99795 -2.99361
H: 2.57382 -2.05515 -3.95421
H: 2.95580 -5.17813 2.54006
H: 3.54942 -5.27558 0.89406
H: 2.28070 -6.36257 1.43494
H: 0.17525 -4.36429 3.15650
H: -0.56967 -5.35905 1.92237
H: -0.88651 -3.64370 1.96591
H: 1.53527 -5.02768 -1.38251
H: 0.09013 -4.05521 -1.23438
H: 0.12276 -5.67785 -0.57890
S: 1.08848 1.69226 2.89979
C: 0.79235 3.06347 2.08110
N: 0.61981 4.07815 1.54220

As for the energy above the lowest of the compared OMol25 structures with the same formula, charge and spin: 0.0 kcal per mole. Its max |F| is 1.481 eV/A. As for the HOMO energy (alpha / beta): 0.86 / -2.16 eV. Its total energy is -4145.0655 hartree. The expectation value of S² is 0.773. As for the total charge: -2. Its spin multiplicity is 2. For the HOMO-LUMO gap (alpha / beta), the calculation gives 3.460 / 6.429 eV.